Entry 1:
Below is 3 unconnected molecules or ions with the total composition C4H12O3, with properties calculated with the ωB97M-V functional and the def2-TZVPD basis.

Properties
SMILES ... C/C=C(/C)O.O.O
HOMO-LUMO gap ... 9.12 eV
HOMO ... -8.49 eV
LUMO level ... 0.6249 eV

The geometry in XYZ format:
```
19
C4H12O3 the ωB97M-V functional and the def2-TZVPD basis
C -2.49858 1.01599 0.35004
C -1.47396 -0.09020 0.77145
C -0.58348 -0.69505 -0.06795
O -0.59966 -0.36117 -1.39527
C 0.17704 -1.86856 0.33930
H -2.54765 1.71976 1.21244
H -2.29702 1.65403 -0.51975
H -3.52588 0.63673 0.26299
H -1.32932 -0.20778 1.87945
H -0.04892 -0.97718 -1.98206
H 1.27462 -1.67497 0.27960
H -0.11067 -2.02056 1.38241
H -0.07842 -2.75767 -0.28607
H 0.53204 1.27519 -0.76008
H 1.32823 2.61239 -0.72946
O 1.48318 1.64507 -0.82458
H 2.80564 0.33563 -0.31917
H 4.18243 0.05721 0.21386
O 3.31039 -0.29887 0.19286
```

=====

Entry 2:
Below is a molecular structure, C6H12OOsP, with properties calculated with the ωB97M-V functional and the def2-TZVPD basis.

Properties
Net charge ... +1
2S+1 ... 5
HOMO-LUMO gap (spin up / spin down) ... 7.89 / 6.05 eV
HOMO (spin up / spin down) ... -10.97 / -11.80 eV
LUMO level (spin up / spin down) ... -3.0763 / -5.7433 eV

The geometry in XYZ format:
```
21
C6H12OOsP the ωB97M-V functional and the def2-TZVPD basis
C -0.17407 -0.34657 -1.09780
C -1.12933 -1.35400 -1.91100
C -0.41538 -2.52861 -2.22348
C 0.80103 -2.45596 -1.44882
C 0.98878 -1.17703 -0.82958
Os 0.05431 1.21472 1.05781
P -0.15215 3.11441 0.13459
H -0.10101 0.63554 -1.60804
H -2.09823 -0.94394 -2.25516
H -0.61408 -3.34678 -2.99954
H 1.75808 -0.66157 -0.31872
H 1.50589 -3.26278 -1.40457
H -1.25694 3.66123 0.82352
H -0.50160 3.36128 -1.20624
H 0.85346 4.07720 0.39140
C -0.38838 -0.06130 3.00813
O -0.10790 -0.70522 1.76768
H -1.43159 -0.20501 3.38111
H -0.23433 1.06393 2.72530
H 0.37613 -0.37791 3.73082
H -0.87957 -1.12205 1.37579
```

=====

Entry 3:
Below is 2 unconnected molecules or ions with the total composition CH5NO2S, with properties calculated with the ωB97M-V functional and the def2-TZVPD basis.

Properties
SMILES ... C=O.NSO
HOMO-LUMO gap ... 9.40 eV
HOMO ... -8.68 eV
LUMO level ... 0.7215 eV

The geometry in XYZ format:
```
10
CH5NO2S the ωB97M-V functional and the def2-TZVPD basis
C 2.15352 0.48947 -0.18784
N -1.48535 -0.16745 -0.76762
O -1.56754 0.19992 1.77699
O 1.45415 0.44457 -1.16850
S -0.64896 -0.58894 0.64026
H -0.78187 0.18575 -1.49463
H 1.61865 0.42802 0.72074
H 3.25203 0.61008 -0.43681
H -1.96803 -1.06736 -1.22039
H -2.02660 -0.53407 2.13778
```

=====

Entry 4:
Below is a molecular structure, C5H14B3NO3Pb, with properties calculated with the ωB97M-V functional and the def2-TZVPD basis.

Properties
Net charge ... +2
HOMO-LUMO gap ... 5.19 eV
HOMO ... -16.25 eV
LUMO level ... -11.0568 eV

The geometry in XYZ format:
```
27
C5H14B3NO3Pb the ωB97M-V functional and the def2-TZVPD basis
C 0.40716 1.17818 3.56218
C -0.47292 2.04974 2.66277
C -1.41902 1.22609 1.78234
C -0.71866 0.77639 0.50937
N -1.48274 -0.30057 -0.17921
B -1.05687 -1.04421 -1.23942
O -1.20366 -2.41103 -1.47116
B -0.17134 -3.16590 -1.90799
O 0.77278 -2.46282 -2.78246
B 0.96691 -1.11996 -2.52086
C 2.28837 -0.37228 -2.83310
O -0.23621 -0.40771 -2.32293
H -0.10417 0.93658 4.49398
H 0.64590 0.22215 3.08465
H 1.34702 1.66599 3.81438
H 0.16153 2.66552 2.01670
H -1.05727 2.74331 3.26462
H -1.74895 0.33774 2.33248
H -2.31175 1.79601 1.52084
H 0.27976 0.40899 0.76585
H -0.59434 1.61736 -0.17466
H -1.96565 -0.88451 0.49840
H 0.03079 -4.29131 -1.63933
H 3.11036 -1.01606 -3.13529
H 2.52319 0.14739 -1.88952
H 2.22823 0.47848 -3.53406
Pb -0.21844 -0.77356 -4.67856
```

=====

Entry 5:
Below is 8 unconnected molecules or ions with the total composition C42H91I2N4O10S7, with properties calculated with the ωB97M-V functional and the def2-TZVPD basis.

Properties
Net charge ... +1
HOMO-LUMO gap ... 6.95 eV
HOMO ... -9.58 eV
LUMO level ... -2.6270 eV

The geometry in XYZ format:
```
156
C42H91I2N4O10S7 the ωB97M-V functional and the def2-TZVPD basis
C 2.83776 2.26666 5.45290
C 2.61032 0.87121 4.68002
O 2.18290 -0.22394 5.51181
C 0.86370 -0.05050 6.06646
C -0.31209 0.27061 5.05218
N -0.83011 -0.85788 4.21676
C -0.07072 -2.12168 4.40746
C -0.62606 -3.35869 3.50757
O 0.22568 -4.49516 3.82332
C 0.47472 -5.28257 2.62146
C 1.85631 -4.85269 1.87013
C 2.94478 -5.97839 2.33054
C 1.69645 -4.82176 0.27544
C 2.85076 -4.03219 -0.51063
C 4.30947 -4.68933 -0.41155
C 2.98764 -2.47642 -0.13456
N -2.02828 -3.58239 3.98705
C -2.91204 -2.39545 3.74989
N -2.90337 -2.16188 2.25023
C -4.37153 -2.76318 4.30778
I -5.31457 -1.76081 6.03277
C -5.20327 -3.79683 3.71819
C -4.79895 -4.65465 2.43225
I -7.17222 -4.29183 4.57635
C -2.29978 -1.00990 4.37807
C -3.21768 0.18306 3.85949
C -2.57335 1.28033 2.89764
C -1.80156 0.76428 1.60416
N -0.98865 1.80706 0.89595
C -0.03092 1.20745 -0.06880
C -0.31145 1.67013 -1.59949
C 0.29030 3.02003 -2.06588
C 0.05064 3.46892 -3.53761
C -0.77493 2.55276 -4.49040
C -1.35659 1.18893 -3.98248
C -1.15104 0.72019 -2.51429
O -1.70173 -0.50772 -2.03821
H 2.80073 2.16073 6.59502
H 3.76003 2.84599 5.12187
H 1.92738 2.93167 5.18348
H 1.96542 1.02216 3.73010
H 3.65000 0.57069 4.26919
H 0.67557 -0.95745 6.75784
H 0.92579 0.84689 6.79931
H -0.08454 1.13871 4.33641
H -1.21034 0.63972 5.68741
H -0.14437 -2.52498 5.49598
H 1.02796 -2.00020 4.07361
H -0.51569 -3.18491 2.38904
H 0.59412 -6.37893 2.95907
H -0.42486 -5.29438 1.88911
H 2.21280 -3.83329 2.24256
H 4.01404 -5.55079 2.26226
H 2.72991 -6.40649 3.36520
H 2.93318 -6.87721 1.60267
H 1.60929 -5.85903 -0.20671
H 0.70621 -4.26727 0.05127
H 2.55878 -4.06719 -1.63037
H 4.29269 -5.83415 -0.49582
H 4.76406 -4.38955 0.60133
H 5.04895 -4.29714 -1.21617
H 2.30959 -1.86770 -0.83261
H 4.06606 -2.16511 -0.40572
H 2.83836 -2.23102 0.96938
H -1.96392 -3.70285 5.02540
H -2.37498 -4.48168 3.61783
H -2.71523 -3.03817 1.74298
H -3.88018 -1.90011 1.99781
H -4.62259 -3.93645 1.54375
H -3.94894 -5.39959 2.58758
H -5.71041 -5.28725 2.10691
H -2.47723 -1.10668 5.52527
H -4.18759 -0.18970 3.34795
H -3.59783 0.74924 4.79513
H -3.42456 1.97150 2.52579
H -1.86618 1.97322 3.48753
H -1.12717 -0.14410 1.75357
H -2.60573 0.43439 0.84829
H -0.52067 2.40559 1.58891
H -0.03699 0.05949 -0.09022
H 1.06340 1.50913 0.13595
H 0.90551 3.61703 -1.31152
H 0.50111 4.47792 -3.86086
H -0.95842 2.83803 -5.58539
H -1.93859 0.53627 -4.71255
H -1.30429 -1.25794 -2.53391
C -5.55236 -0.60566 -2.17333
S -5.42630 0.16229 -0.54373
O -6.20795 -0.68176 0.41561
C -6.43460 1.60515 -0.94343
H -5.01936 -1.55704 -2.14943
H -6.60045 -0.78386 -2.42060
H -5.09607 0.04576 -2.92053
H -7.42729 1.28729 -1.26753
H -5.94805 2.18162 -1.73196
H -6.52578 2.22192 -0.04829
C -6.06034 -5.65188 -1.10085
S -7.11990 -4.81252 -2.29780
O -6.22558 -4.07789 -3.24325
C -7.78602 -3.61075 -1.13008
H -5.50621 -6.43763 -1.61572
H -5.35794 -4.93962 -0.66310
H -6.67876 -6.09887 -0.32018
H -6.97346 -3.03271 -0.68460
H -8.34733 -4.13084 -0.35165
H -8.45508 -2.93846 -1.66859
C 4.16688 -4.53289 -5.35037
S 5.26967 -3.90964 -4.06372
O 4.52244 -2.86468 -3.29881
C 6.39694 -3.05582 -5.18627
H 3.35075 -5.07621 -4.87257
H 3.75976 -3.70040 -5.92714
H 4.71764 -5.21024 -6.00529
H 5.84873 -2.31648 -5.77291
H 6.87268 -3.78261 -5.84699
H 7.16096 -2.55296 -4.59212
C 3.93112 6.16752 -3.59218
S 2.75624 7.36255 -4.26345
O 1.38475 6.92837 -3.84552
C 2.97407 6.88298 -5.98911
H 3.93502 6.25961 -2.50542
H 3.63199 5.15471 -3.86906
H 4.92978 6.38240 -3.97664
H 2.73561 5.82672 -6.11496
H 4.00377 7.07356 -6.29291
H 2.29934 7.48248 -6.60216
C 4.10772 3.26759 -9.50155
S 5.21214 3.87395 -8.20824
O 4.46842 4.91707 -7.43681
C 6.34640 4.73086 -9.32144
H 3.28786 2.72508 -9.02933
H 3.70608 4.10701 -10.07212
H 4.65563 2.59249 -10.16116
H 5.80357 5.47816 -9.90305
H 6.81949 4.00699 -9.98720
H 7.11199 5.22449 -8.72154
C 7.46304 4.44285 0.07413
S 6.40281 5.29533 -1.11334
O 7.29216 6.04149 -2.05292
C 5.73360 6.49075 0.06380
H 8.01669 3.66527 -0.45327
H 8.16561 5.14915 0.52022
H 6.84650 3.98506 0.84979
H 6.54533 7.06770 0.51049
H 5.17502 5.96428 0.83984
H 5.06232 7.16398 -0.47107
C -6.80824 4.12678 5.48528
S -5.54657 3.16443 4.62488
O -4.79836 2.38055 5.65722
C -4.51832 4.57626 4.16699
H -7.54842 3.43842 5.89475
H -6.35288 4.69531 6.29813
H -7.29431 4.80279 4.77982
H -4.20726 5.11630 5.06310
H -5.08116 5.23741 3.50585
H -3.63637 4.20584 3.64248
```

=====

Entry 6:
Below is a molecular structure, C21H20BCuF4P, with properties calculated with the ωB97M-V functional and the def2-TZVPD basis.

Properties
Net charge ... -1
HOMO-LUMO gap ... 6.47 eV
HOMO ... -3.74 eV
LUMO level ... 2.7280 eV

The geometry in XYZ format:
```
48
C21H20BCuF4P the ωB97M-V functional and the def2-TZVPD basis
Cu 0.56577 2.78842 -0.11483
C -0.93963 -2.73677 0.43212
C -1.72492 -1.93632 -0.58772
C -2.77766 -2.60800 -1.25610
C -3.51137 -1.97742 -2.26536
C -3.20733 -0.65060 -2.58326
C -2.18465 0.04816 -1.92567
C -1.44247 -0.56144 -0.91528
P -0.16882 0.49588 -0.18795
C -0.22492 0.01999 1.54942
C -1.46815 0.33387 2.12002
C -1.72680 0.07683 3.47521
C -0.72917 -0.48639 4.28641
C 0.51513 -0.79285 3.72109
C 0.78463 -0.56469 2.35526
C 2.14204 -0.99377 1.81452
C 1.31932 -0.02367 -1.02879
C 1.35198 -1.14433 -1.87981
C 2.49350 -1.39824 -2.65547
C 3.58895 -0.52876 -2.62006
C 3.55530 0.61637 -1.80829
C 2.44738 0.85542 -0.96404
C 2.38678 2.01904 -0.05856
H -1.08263 -3.81980 0.21909
H -1.27224 -2.57437 1.47495
H 0.14767 -2.53318 0.41207
H -2.95342 -3.65211 -0.97598
H -4.32165 -2.50500 -2.78181
H -3.73535 -0.11389 -3.37918
H -1.97639 1.10297 -2.18381
H -2.27307 0.74797 1.48837
H -2.71262 0.33414 3.87613
H -0.91556 -0.69879 5.33977
H 1.31969 -1.23489 4.32626
H 2.63434 -1.59684 2.60380
H 2.83074 -0.15073 1.60376
H 2.10100 -1.63460 0.90889
H 0.49403 -1.82154 -1.93553
H 2.52047 -2.27773 -3.31816
H 4.46711 -0.73861 -3.23537
H 4.39230 1.31253 -1.76134
H 2.97902 2.89869 -0.35847
H 2.43316 1.82767 1.03743
F -0.80679 4.00734 0.24814
B -1.26489 5.35187 -0.50077
F -2.01980 4.88014 -1.59144
F -0.03652 5.96594 -0.86492
F -1.99343 6.07204 0.44529
```

=====

Entry 7:
Below is a molecular structure, C31H44BrN3OP2Pd, with properties calculated with the ωB97M-V functional and the def2-TZVPD basis.

Properties
HOMO-LUMO gap ... 7.51 eV
HOMO ... -7.59 eV
LUMO level ... -0.0857 eV

The geometry in XYZ format:
```
83
C31H44BrN3OP2Pd the ωB97M-V functional and the def2-TZVPD basis
C -0.23850 5.80706 -5.75574
C -0.37265 4.52846 -6.35879
C -0.74782 4.45813 -7.71100
C -0.99236 5.67148 -8.38781
N -0.85830 6.87480 -7.82406
C -0.49478 6.94310 -6.54657
C -0.41549 3.32537 -5.56067
C -0.82702 3.02591 -4.37247
C -1.50632 2.63590 -3.20382
C -0.80776 2.32866 -2.02364
C -1.54697 2.04150 -0.89300
C -2.93945 1.91639 -0.95136
C -3.63520 2.31350 -2.11885
C -2.92013 2.64465 -3.27208
Pd -0.21735 1.38101 -5.12075
P 2.41274 -0.60828 -1.47768
H -0.93345 3.51812 -8.23564
H -0.00150 5.96593 -4.69665
H -1.30472 5.67973 -9.43234
H -0.40582 7.95926 -6.14229
H -3.43626 2.81490 -4.25882
H 0.28179 2.37952 -2.01980
H -4.73038 2.40487 -2.11746
H -1.03388 1.81026 0.02661
C 2.23094 -2.27939 -0.66488
C 2.99212 -3.47214 -1.23235
H 1.14326 -2.45985 -0.69046
H 2.48584 -2.11479 0.39315
H 2.85956 -4.32367 -0.55216
H 2.61092 -3.78195 -2.21346
H 4.06814 -3.28005 -1.31521
C 2.88957 -1.03431 -3.22611
C 3.74300 0.03025 -3.92183
H 1.92812 -1.12795 -3.75861
H 3.39571 -2.01378 -3.22587
H 3.67130 -0.12540 -5.00535
H 3.39811 1.05446 -3.71302
H 4.80782 -0.03286 -3.65791
C 4.06877 -0.06061 -0.79883
C 5.28567 -0.91958 -1.12770
H 3.94509 0.03353 0.29113
H 4.20997 0.96292 -1.18104
H 6.18883 -0.29774 -1.05648
H 5.39540 -1.74008 -0.40978
H 5.24867 -1.34413 -2.13744
Br -3.86005 1.24849 0.46565
P -0.95152 -1.02079 -3.27241
C -0.15457 -2.63674 -3.80104
C -0.98990 -3.91717 -3.74246
H 0.70586 -2.76648 -3.12928
H 0.22518 -2.46962 -4.81403
H -0.39031 -4.78124 -4.02501
H -1.34998 -4.13792 -2.73746
H -1.83939 -3.91868 -4.42004
C -1.94117 -1.86907 -1.84687
C -3.24554 -2.57317 -2.19496
H -2.12390 -1.11153 -1.07957
H -1.25688 -2.59716 -1.38110
H -3.80038 -2.87039 -1.29979
H -3.92261 -1.96460 -2.78249
H -3.11619 -3.49009 -2.77053
C -2.39386 -0.75816 -4.38225
C -2.50260 -1.87001 -5.38950
H -2.28076 0.22935 -4.88686
H -3.29185 -0.68208 -3.76496
H -2.89902 -1.51170 -6.34144
H -1.53448 -2.28952 -5.67070
H -3.13481 -2.70260 -5.06684
N -0.19828 2.64139 5.59766
C 0.68853 2.97033 4.60787
O 1.43735 3.94177 4.68673
C 0.66657 2.09303 3.39968
C -0.31875 1.13076 3.13937
C -0.19364 0.31146 2.00291
N 0.80535 0.43517 1.11043
C 1.69889 1.41294 1.31597
C 1.67422 2.25070 2.43524
H -0.09792 3.15076 6.45734
H -0.59912 1.71745 5.65695
H -1.18530 0.98842 3.77922
H -0.94575 -0.45512 1.79370
H 2.47811 1.54016 0.55297
H 2.45625 3.00252 2.53982
```

=====

Entry 8:
Below is a molecular structure, C14H26F2O3Si3, with properties calculated with the ωB97M-V functional and the def2-TZVPD basis.

Properties
HOMO-LUMO gap ... 9.74 eV
HOMO ... -9.20 eV
LUMO level ... 0.5429 eV

The geometry in XYZ format:
```
48
C14H26F2O3Si3 the ωB97M-V functional and the def2-TZVPD basis
C -0.87641 -0.76036 3.64094
C -1.03488 0.80159 3.77813
O 0.25381 1.39682 3.49782
C -2.11296 1.42071 2.82313
O -3.37850 0.69773 2.85877
Si -3.82639 0.48821 1.21612
O -3.08487 -0.95957 0.69065
Si -2.98807 -1.02340 -1.01545
C -1.73297 -2.44137 -1.42975
F -1.55006 -2.39823 -2.82201
F -2.37962 -3.67915 -1.15439
C -0.42475 -2.30487 -0.57944
C 0.91950 -2.18490 -1.39690
Si 2.09005 -0.78363 -0.76641
C 3.86782 -1.35696 -1.24268
C 2.06649 -0.57792 1.12621
C 1.78302 0.86759 -1.69850
C 2.15412 2.14777 -1.05796
C 1.95867 3.42800 -1.75569
C 1.36722 3.36015 -3.09133
C 0.97437 2.10164 -3.73691
C 1.18150 0.82808 -3.04872
H -0.87504 -0.99939 2.53806
H 0.10348 -1.06934 4.09765
H -1.72303 -1.34495 4.08304
H -1.25517 1.03358 4.85573
H 0.23693 1.57943 2.54138
H -1.73549 1.56326 1.76193
H -2.34015 2.45613 3.21934
H -5.28575 0.27924 1.21809
H -3.51138 1.64826 0.37996
H -4.28054 -1.39388 -1.62210
H -2.41420 0.19269 -1.62173
H -0.34594 -3.24166 0.04643
H -0.55055 -1.47455 0.17671
H 0.80105 -1.99590 -2.49201
H 1.51216 -3.13577 -1.27398
H 3.81881 -1.62556 -2.33693
H 4.51059 -0.43694 -1.17197
H 4.23354 -2.21193 -0.62453
H 2.04808 0.51063 1.42347
H 3.04400 -0.97386 1.53293
H 1.25847 -1.15029 1.64626
H 2.57956 2.08821 -0.02937
H 2.25941 4.36736 -1.24648
H 1.23673 4.32519 -3.63389
H 0.53912 2.07795 -4.76256
H 0.90822 -0.13583 -3.54107
```

=====

Which total energy belongs to each record? In order, -10484.25224, -20204.47694, -17536.15482, -20310.19649, -163491.15099, -87584.54466, -131475.01146, -50151.63810 eV.